Density functional theory data (ωB97M-V/def2-TZVPD) for a structure of composition C22H41BN6O3PbSSi in a non-equilibrium geometry.

Geometry (Å):
C: 3.114 -0.124 -0.214
N: 1.793 -0.218 -0.514
N: 1.645 0.218 -1.816
C: 2.863 0.547 -2.325
C: 3.826 0.329 -1.340
B: 0.303 0.241 -2.610
N: -0.683 -0.885 -2.158
N: -0.676 -1.544 -0.942
C: -1.503 -2.618 -1.066
C: -2.053 -2.637 -2.352
C: -1.517 -1.539 -3.005
Pb: 0.493 -1.554 1.318
N: -0.331 1.665 -2.588
N: -1.359 1.964 -1.721
C: -1.640 3.262 -1.890
C: -0.830 3.814 -2.914
C: -0.014 2.756 -3.332
H: -2.383 3.784 -1.303
H: 0.744 2.705 -4.100
H: -0.844 4.819 -3.295
H: 0.576 0.015 -3.761
H: -1.633 -1.191 -4.025
H: 2.966 0.884 -3.349
H: -2.731 -3.372 -2.752
H: 4.887 0.462 -1.423
H: -1.663 -3.332 -0.265
H: 3.504 -0.375 0.766
H: -1.683 -0.624 1.099
C: -1.984 -1.314 1.918
H: -2.951 -1.747 1.605
H: -1.324 -2.201 2.087
H: -2.127 -0.760 2.854
C: -1.381 -2.222 5.462
C: -1.513 -0.781 5.937
C: -2.954 -0.495 6.344
C: -0.574 -0.532 7.108
O: -1.227 0.128 4.833
Si: 0.297 0.575 4.337
S: 0.408 0.955 2.339
O: 0.724 1.873 5.280
C: 0.078 3.155 5.500
C: -0.796 3.556 4.321
C: -0.777 3.077 6.757
C: 1.191 4.175 5.695
O: 1.315 -0.680 4.757
C: 2.754 -0.642 4.970
C: 3.477 -0.205 3.702
C: 3.090 0.304 6.120
C: 3.159 -2.065 5.341
H: -1.665 -2.893 6.282
H: -0.347 -2.450 5.178
H: -2.045 -2.414 4.612
H: -3.256 -1.173 7.151
H: -3.064 0.535 6.706
H: -3.633 -0.644 5.497
H: 0.450 -0.841 6.866
H: -0.582 0.523 7.412
H: -0.910 -1.136 7.964
H: -1.631 2.859 4.187
H: -1.215 4.550 4.529
H: -0.213 3.603 3.394
H: -0.171 2.785 7.624
H: -1.205 4.068 6.961
H: -1.607 2.372 6.622
H: 1.821 3.908 6.551
H: 1.815 4.249 4.796
H: 0.752 5.162 5.889
H: 3.169 0.798 3.382
H: 4.558 -0.195 3.907
H: 3.294 -0.913 2.883
H: 2.542 0.020 7.029
H: 4.170 0.231 6.331
H: 2.860 1.346 5.868
H: 2.664 -2.381 6.269
H: 2.899 -2.767 4.537
H: 4.244 -2.103 5.499

Its net charge is +2. Its spin multiplicity is 1. The gap between HOMO and LUMO (alpha / beta) is 5.0 / 5.0 eV. As for the total energy: -63187.1855 eV. The largest force on an atom comes out at 6.13 eV/A.